[1]
{
  "formula": "C16H47NO7PS5",
  "method": "wB97M-V/def2-TZVPD",
  "orbital_gap_ev": 7.6,
  "e_lumo_ev": -2.59,
  "total_charge": 1,
  "symbols": ["N", "C", "C", "C", "C", "C", "P", "C", "O", "O", "H", "H", "H", "H", "H", "H", "H", "H", "H", "H", "H", "H", "H", "H", "H", "H", "H", "C", "S", "O", "C", "H", "H", "H", "H", "H", "H", "C", "S", "O", "C", "H", "H", "H", "H", "H", "H", "C", "S", "O", "C", "H", "H", "H", "H", "H", "H", "C", "S", "O", "C", "H", "H", "H", "H", "H", "H", "C", "S", "O", "C", "H", "H", "H", "H", "H", "H"],
  "xyz": [[0.5058, -0.4747, 2.9639], [1.0088, -1.4343, 1.9530], [2.0651, -0.8900, 0.9979], [1.5271, -0.0885, -0.2113], [0.3013, 0.7841, 0.0292], [0.5670, 2.2627, 0.4507], [2.2151, 2.6386, 1.0755], [3.4825, 2.9553, -0.1845], [3.0793, 4.1044, -0.8848], [4.2191, 4.5316, -1.6166], [0.9414, 0.4243, 2.8188], [-0.4930, -0.3282, 2.8519], [0.1626, -1.7636, 1.3504], [1.3670, -2.3210, 2.4641], [2.8373, -0.3767, 1.5702], [2.5789, -1.7538, 0.5857], [2.3174, 0.5022, -0.6700], [1.2618, -0.8184, -0.9650], [-0.4116, 0.3701, 0.7215], [-0.2221, 0.8472, -0.9188], [-0.1244, 2.5261, 1.2490], [0.3733, 2.9640, -0.3552], [2.7040, 1.7189, 1.9980], [2.1267, 3.8420, 1.7786], [4.4188, 3.1439, 0.3416], [3.6294, 2.1028, -0.8428], [4.1305, 4.0623, -2.4666], [2.9695, -3.5831, -4.1798], [2.0643, -2.0383, -4.3217], [1.7413, -1.5931, -2.9289], [0.5637, -2.7550, -4.9975], [3.9342, -3.3653, -3.7268], [2.4156, -4.2819, -3.5527], [3.1196, -4.0016, -5.1741], [0.1747, -3.5058, -4.3091], [0.7858, -3.2027, -5.9654], [-0.1625, -1.9549, -5.1230], [-1.1615, -5.7045, 0.2838], [-0.1042, -5.5302, -1.1591], [0.9981, -6.5147, -1.0195], [0.5804, -3.9307, -0.7093], [-1.6511, -6.6735, 0.2207], [-0.5540, -5.6568, 1.1874], [-1.9123, -4.9140, 0.2811], [1.0674, -3.9974, 0.2649], [-0.2157, -3.1850, -0.6895], [1.3088, -3.6538, -1.4680], [-2.8770, 2.1206, -0.4817], [-3.4451, 1.7306, 1.1789], [-2.5033, 0.6986, 1.7259], [-4.9425, 0.8876, 0.6682], [-1.9179, 2.6243, -0.4001], [-2.7624, 1.2034, -1.0578], [-3.5856, 2.7814, -0.9736], [-4.6862, 0.0461, 0.0251], [-5.5843, 1.5923, 0.1411], [-5.4472, 0.5309, 1.5633], [-0.1960, -1.9145, 8.0915], [-1.0169, -0.3344, 7.8403], [-2.4373, -0.5168, 8.2313], [-0.9587, -0.3820, 6.0438], [-0.1670, -2.1055, 9.1618], [-0.7601, -2.7017, 7.5919], [0.8204, -1.8618, 7.7009], [-1.4668, -1.2768, 5.6846], [0.0769, -0.3752, 5.7066], [-1.4713, 0.5027, 5.6701], [-0.8425, 5.1112, -3.3561], [-2.5347, 4.5911, -3.6748], [-2.6178, 3.1448, -3.3191], [-2.4258, 4.6807, -5.4641], [-0.6847, 5.0874, -2.2793], [-0.1510, 4.4282, -3.8503], [-0.7015, 6.1286, -3.7191], [-1.6265, 4.0279, -5.8139], [-2.2400, 5.7121, -5.7627], [-3.3783, 4.3492, -5.8706]],
  "forces_ev_per_a": [[0.22, -0.13, -0.36], [-0.66, 0.34, -0.03], [-0.03, -0.20, -0.02], [-0.20, -0.35, 0.79], [0.29, 0.68, -0.62], [-0.07, -0.73, 0.35], [-0.59, 0.47, -0.21], [0.43, -0.01, 0.12], [-0.32, -0.04, -0.08], [0.16, -0.02, -0.15], [0.00, 0.15, 0.14], [0.02, 0.04, 0.08], [-0.12, -0.16, -0.11], [0.29, -0.11, 0.09], [0.10, 0.25, 0.17], [0.20, -0.11, -0.11], [0.20, -0.04, -0.16], [-0.02, -0.07, -0.19], [-0.10, -0.24, 0.26], [-0.14, 0.07, -0.17], [-0.01, 0.15, 0.25], [0.21, 0.19, -0.21], [0.06, -0.11, -0.09], [0.08, -0.01, 0.03], [0.14, 0.01, 0.14], [-0.08, -0.22, -0.05], [-0.10, 0.16, 0.13], [0.01, -0.02, 0.06], [0.00, -0.09, -0.09], [0.02, -0.05, -0.04], [-0.07, -0.01, 0.03], [0.00, 0.04, 0.00], [-0.02, 0.01, -0.01], [0.00, 0.01, -0.02], [0.04, 0.00, 0.02], [0.01, 0.01, -0.01], [0.03, 0.03, 0.01], [-0.03, 0.02, 0.07], [0.01, 0.01, 0.01], [0.01, 0.04, -0.01], [0.00, 0.10, 0.09], [0.01, -0.02, -0.04], [0.04, -0.01, -0.03], [0.00, 0.00, -0.02], [-0.03, -0.11, 0.00], [-0.01, 0.00, -0.04], [-0.02, 0.05, -0.02], [-0.09, -0.11, 0.11], [0.02, 0.09, -0.05], [0.09, 0.03, -0.10], [0.00, -0.14, 0.06], [-0.05, 0.07, 0.00], [-0.02, -0.01, -0.01], [-0.02, 0.02, -0.02], [0.04, 0.01, 0.00], [0.02, 0.03, 0.02], [0.02, 0.01, 0.03], [0.05, -0.07, -0.02], [-0.04, 0.01, 0.00], [0.02, -0.01, -0.02], [0.04, -0.01, -0.04], [-0.02, 0.04, 0.02], [-0.04, 0.03, -0.01], [0.00, 0.01, 0.01], [-0.02, -0.01, 0.04], [0.00, -0.01, -0.02], [-0.02, 0.02, 0.05], [0.08, -0.01, -0.01], [-0.04, 0.01, -0.08], [0.13, 0.04, 0.05], [0.02, 0.01, -0.06], [-0.04, 0.01, 0.01], [-0.05, -0.03, -0.02], [-0.01, 0.01, 0.01], [0.00, -0.02, 0.04], [-0.02, 0.01, 0.01], [-0.03, -0.01, 0.04]]
}

***

[2]
{
  "formula": "C16H48BF4O8S8Y",
  "method": "wB97M-V/def2-TZVPD",
  "orbital_gap_ev": 9.8,
  "de_lowest_kj_mol": 73.8,
  "e_lumo_ev": -3.86,
  "total_charge": 2,
  "symbols": ["Y", "B", "F", "F", "F", "F", "C", "S", "O", "C", "H", "H", "H", "H", "H", "H", "C", "S", "O", "C", "H", "H", "H", "H", "H", "H", "C", "S", "O", "C", "H", "H", "H", "H", "H", "H", "C", "S", "O", "C", "H", "H", "H", "H", "H", "H", "C", "S", "O", "C", "H", "H", "H", "H", "H", "H", "C", "S", "O", "C", "H", "H", "H", "H", "H", "H", "C", "S", "O", "C", "H", "H", "H", "H", "H", "H", "C", "S", "O", "C", "H", "H", "H", "H", "H", "H"],
  "xyz": [[-0.0670, -0.1504, -0.2700], [-1.2188, -0.6893, -2.9495], [-1.9057, 0.2822, -3.6248], [0.0934, -0.2141, -2.6320], [-1.7695, -0.9619, -1.6340], [-1.0926, -1.8798, -3.6401], [3.2437, 1.2881, -3.0915], [2.9471, 2.0404, -1.4866], [1.9384, 1.1866, -0.8353], [4.5055, 1.6123, -0.6921], [3.7210, 2.0160, -3.7459], [2.2433, 1.0576, -3.4548], [3.8715, 0.4118, -2.9536], [4.2916, 0.6940, -0.1490], [4.7413, 2.4107, 0.0145], [5.3314, 1.5648, -1.3970], [2.1658, -2.4581, -3.4699], [2.7361, -2.1140, -1.8040], [1.6812, -1.3192, -1.1339], [2.6086, -3.7825, -1.1915], [1.3147, -3.1254, -3.4056], [2.9884, -2.8622, -4.0628], [1.9228, -1.4983, -3.9120], [1.6142, -4.1844, -1.3701], [2.8572, -3.7839, -0.1332], [3.3408, -4.3792, -1.7402], [-2.6502, -0.0971, 3.5989], [-2.0081, -1.4713, 2.6743], [-1.0164, -0.8582, 1.7565], [-1.1585, -2.2730, 4.0060], [-3.0364, 0.5878, 2.8469], [-1.8287, 0.3609, 4.1523], [-3.4231, -0.3997, 4.3039], [-0.4545, -1.5853, 4.4677], [-0.5864, -3.0945, 3.5676], [-1.8878, -2.7059, 4.6876], [2.6482, -2.6272, 2.6355], [1.8857, -0.9998, 2.6525], [1.5289, -0.6175, 1.2654], [3.2637, -0.0125, 3.1930], [3.4569, -2.6330, 1.9019], [1.8760, -3.3359, 2.3515], [3.0504, -2.7847, 3.6334], [2.9157, 0.8302, 3.7838], [3.8087, 0.3560, 2.3177], [4.0067, -0.5824, 3.7505], [-4.1320, 2.6553, -0.0364], [-3.5536, 1.0763, -0.6500], [-2.2840, 0.8193, 0.1008], [-4.8214, 0.0547, 0.0970], [-5.1246, 2.8468, -0.4423], [-3.4216, 3.3760, -0.4414], [-4.1367, 2.6830, 1.0504], [-5.1931, 0.4077, 1.0560], [-4.4167, -0.9531, 0.1093], [-5.6703, 0.0473, -0.5937], [-0.8459, 3.9659, 2.0025], [0.2325, 2.5798, 2.2183], [-0.1248, 1.5808, 1.2008], [1.7410, 3.3641, 1.7333], [-0.5615, 4.7575, 2.6933], [-1.8453, 3.6122, 2.2470], [-0.8051, 4.3170, 0.9708], [1.7257, 3.6962, 0.6948], [2.5335, 2.6207, 1.8219], [1.9338, 4.1712, 2.4393], [-2.8968, -3.4747, -0.3098], [-1.1346, -3.7672, -0.5326], [-0.4073, -2.5315, -0.0968], [-0.9585, -4.9665, 0.7900], [-2.9966, -2.4782, 0.1131], [-3.3519, -4.2080, 0.3499], [-3.3711, -3.4910, -1.2889], [0.0925, -5.2164, 0.9205], [-1.4932, -5.8469, 0.4300], [-1.3821, -4.5965, 1.7230], [-2.0834, 3.3715, -3.1991], [-0.8626, 3.4177, -1.8820], [-0.4863, 2.0292, -1.5378], [0.4463, 4.1025, -2.8941], [-1.6527, 2.9200, -4.0893], [-2.3245, 4.4220, -3.3766], [-2.9618, 2.8234, -2.8741], [1.3419, 4.1549, -2.2820], [0.1064, 5.0444, -3.3158], [0.6513, 3.3937, -3.7016]],
  "forces_ev_per_a": [[0.01, 0.80, -0.11], [0.34, -0.40, -1.06], [-0.25, -0.15, 0.26], [-0.07, 0.13, -0.33], [-0.54, -0.04, -0.60], [-0.24, 0.16, 0.23], [-0.04, 0.27, 0.18], [0.54, 0.45, -0.62], [-0.43, -0.11, 0.89], [-0.01, 0.64, 0.31], [0.09, -0.03, 0.00], [0.05, -0.17, -0.11], [-0.12, -0.17, -0.18], [0.24, -0.22, -0.22], [-0.06, -0.10, 0.07], [-0.05, -0.28, -0.07], [0.42, 0.18, 0.03], [0.36, -0.07, -0.32], [0.40, -0.73, -0.25], [0.22, -0.28, -0.11], [-0.22, 0.06, -0.28], [-0.03, -0.28, 0.21], [-0.35, 0.06, 0.04], [-0.09, 0.08, 0.04], [-0.03, 0.00, 0.00], [0.01, 0.00, 0.08], [0.04, 0.25, 0.26], [-1.01, -0.14, -0.21], [0.27, -0.09, 0.73], [0.64, -0.41, -0.22], [-0.06, 0.06, 0.07], [0.02, 0.09, -0.12], [-0.08, -0.11, -0.13], [-0.14, 0.05, 0.24], [-0.06, 0.02, 0.00], [-0.05, 0.20, 0.13], [0.38, 0.66, -0.53], [-1.01, -0.44, 1.38], [1.32, 0.02, 0.15], [1.03, 0.29, -0.57], [0.01, -0.08, 0.04], [-0.02, -0.09, 0.13], [-0.14, -0.26, 0.05], [-0.13, -0.05, 0.02], [-0.24, 0.02, -0.07], [-0.32, -0.15, 0.24], [0.15, 0.03, -0.36], [-0.25, 0.05, -0.02], [-0.48, -0.01, 0.59], [-0.48, -0.06, -0.59], [-0.02, 0.04, 0.01], [-0.11, 0.18, 0.15], [0.02, -0.10, 0.05], [0.37, -0.06, 0.20], [-0.04, -0.03, 0.25], [0.08, 0.03, 0.00], [-0.30, 0.17, -0.21], [0.30, 0.20, 1.23], [0.01, 0.15, -0.39], [0.61, -0.08, -0.19], [0.04, -0.01, 0.05], [-0.06, 0.07, -0.03], [-0.03, -0.02, 0.00], [-0.24, 0.17, 0.06], [-0.03, -0.02, 0.08], [0.02, 0.10, -0.11], [-0.25, 0.19, -0.21], [0.09, -0.21, -0.19], [0.09, -0.50, 0.29], [0.02, -0.01, -0.12], [0.12, -0.03, 0.06], [0.02, -0.08, -0.02], [-0.01, -0.02, 0.01], [0.03, 0.05, -0.10], [0.00, -0.07, 0.21], [-0.06, 0.01, -0.04], [0.24, 0.34, 0.04], [-0.47, 0.45, -0.07], [0.13, -0.31, -0.22], [0.07, -0.67, -0.22], [-0.06, -0.14, 0.01], [-0.17, -0.08, -0.11], [0.01, -0.05, 0.02], [-0.03, 0.47, 0.06], [0.22, 0.20, 0.17], [-0.14, 0.02, -0.01]]
}